(1)
Below is a 10-piece molecular cluster, C10H30N10O20 overall in a non-equilibrium geometry, with properties calculated with ωB97M-V/def2-TZVPD.

```
! RIJCOSX wB97M-V def2-TZVPD def2/J DEFGRID3
* xyz 0 1
C -1.0907 -2.9061 -2.6801
N -0.9291 -3.3959 -4.0705
O -0.2319 -2.7589 -4.8121
O -1.5007 -4.4280 -4.3401
H -2.0335 -3.3185 -2.3452
H -1.1529 -1.8266 -2.6918
H -0.2425 -3.2595 -2.1099
C -1.6598 2.8288 -3.9306
N -1.3076 1.9246 -5.0596
O -1.4350 2.3518 -6.2057
O -0.9117 0.8215 -4.7593
H -1.2489 3.8134 -4.1281
H -1.1284 2.4494 -3.0744
H -2.7347 2.8496 -3.8390
C 5.0714 -3.8857 0.1082
N 4.3096 -2.7694 -0.5015
O 3.5027 -2.1915 0.2000
O 4.4717 -2.5749 -1.6897
H 6.1120 -3.8186 -0.1698
H 4.5743 -4.7903 -0.2190
H 4.9801 -3.8150 1.1902
C -0.8741 0.2878 -0.2664
N 0.1693 0.2296 0.7720
O 1.1035 -0.4798 0.5862
O 0.0045 0.8623 1.7494
H -1.1311 1.3215 -0.4695
H -1.7289 -0.2465 0.1345
H -0.5419 -0.1705 -1.1868
C 3.5614 -0.0034 2.8891
N 4.0062 -0.5274 4.2202
O 3.1675 -1.0998 4.9019
O 5.1454 -0.3282 4.5562
H 3.9074 1.0185 2.8293
H 2.4847 -0.0736 2.8835
H 3.9554 -0.6759 2.1333
C 1.0274 5.7832 -1.0153
N 0.3929 4.4467 -1.0690
O 0.5948 3.7274 -2.0218
O -0.3094 4.1650 -0.1528
H 1.5010 5.9994 -1.9674
H 1.8022 5.7390 -0.2568
H 0.2526 6.5107 -0.8189
C 1.0038 4.4979 3.1362
N 0.2765 5.7805 2.9795
O -0.9140 5.7629 2.9783
O 0.9446 6.7739 2.8429
H 1.6414 4.3902 2.2702
H 0.2819 3.6850 3.1169
H 1.5054 4.4709 4.0955
C 1.2180 -3.2653 2.8198
N 2.4525 -3.9854 2.4908
O 2.4147 -4.9276 1.7523
O 3.4418 -3.5772 3.0142
H 0.4063 -3.6292 2.2081
H 1.3921 -2.2221 2.5587
H 1.0644 -3.3019 3.8892
C -4.0075 -3.0698 1.5307
N -2.8229 -2.2058 1.7286
O -1.7865 -2.6414 1.3540
O -2.9515 -1.1457 2.2989
H -4.0315 -3.4585 0.5170
H -4.9167 -2.5514 1.7845
H -3.8640 -3.9375 2.1781
C -5.8681 0.1939 -1.9228
N -4.4487 -0.0110 -2.3376
O -3.7951 -0.8720 -1.7841
O -4.0475 0.7018 -3.1943
H -6.0000 -0.1897 -0.9283
H -6.4547 -0.3112 -2.6848
H -6.0396 1.2596 -1.9957
*
```

## Properties
Strongest force on any atom (eV/Å): 3.51
SMILES: C[N+](=O)[O-].C[N+](=O)[O-].C[N+](=O)[O-].C[N+](=O)[O-].C[N+](=O)[O-].C[N+](=O)[O-].C[N+](=O)[O-].C[N+](=O)[O-].C[N+](=O)[O-].C[N+](=O)[O-]
Gap between HOMO and LUMO (Eh): 0.381

=====

(2)
Below is a 2-piece molecular cluster, C2H6S overall in a non-equilibrium geometry, with properties calculated with ωB97M-V/def2-TZVPD.

```
! RIJCOSX wB97M-V def2-TZVPD def2/J DEFGRID3
* xyz 0 1
C -0.4338 1.2045 -0.2520
S 0.0419 0.1914 1.1580
C 0.3159 -1.3300 0.4367
H -0.8166 0.4442 -0.9992
H -1.3189 2.0149 -0.2149
H 0.4464 1.7300 -0.7376
H 1.8978 -0.5844 0.0107
H -0.1335 -1.5672 -0.5672
H 0.0010 -2.1034 1.1654
*
```

## Properties
Strongest force on any atom (eV/Å): 4.07
Gap between HOMO and LUMO (Eh): 0.282

=====

(3)
Below is C27H23F10IrN3O5Te as an isolated structure in a non-equilibrium geometry, with properties calculated with ωB97M-V/def2-TZVPD.

```
! RIJCOSX wB97M-V def2-TZVPD def2/J DEFGRID3
* xyz 0 2
Ir 0.7743 -0.0760 1.5667
O -0.1474 -0.6323 5.7043
C 0.1884 -0.8145 4.5535
O 0.8992 -0.1092 3.8018
C -0.3182 -2.0958 3.8406
C -0.6635 -3.2195 4.5726
C -1.1152 -4.3257 3.8712
C -1.2574 -4.2345 2.4947
C -0.8997 -3.0589 1.8512
N -0.4029 -2.0289 2.5220
H -0.5666 -3.2034 5.6479
H -1.3772 -5.2320 4.3955
H -1.6413 -5.0595 1.9172
H -1.0177 -2.9431 0.7860
F 2.5792 4.1737 1.6715
Te 2.9464 2.5875 0.6159
F 1.3071 3.0931 -0.2863
F 3.3548 1.4605 -0.8897
F 4.7403 2.6700 1.2614
F 3.6525 3.8993 -0.5994
O 2.2824 1.5812 1.8988
C -3.3455 -1.6031 -5.7168
C -2.5864 -1.0672 -4.5459
C -1.2047 -1.0918 -4.4995
C -0.4952 -0.6427 -3.3849
C 0.9931 -0.6381 -3.4627
C -1.2110 -0.1966 -2.2606
C -2.6086 -0.0773 -2.3264
C -3.4015 0.5662 -1.2289
C -3.2700 -0.5133 -3.4624
C -0.5041 0.0133 -0.9589
O 0.5821 0.6108 -0.8594
O -1.0375 -0.4929 0.0784
H -2.6729 -1.9673 -6.4876
H -3.9872 -0.8355 -6.1465
H -3.9870 -2.4251 -5.4004
H -0.6461 -1.4658 -5.3463
H 1.3556 -1.5594 -3.9163
H 1.4611 -0.4846 -2.4953
H 1.3099 0.1896 -4.1008
H -3.2256 1.6432 -1.2369
H -3.1255 0.1714 -0.2550
H -4.4647 0.4059 -1.3840
H -4.3480 -0.4408 -3.4988
F 0.7706 -2.6320 -0.5890
C 2.0593 -2.2578 -0.4466
C 2.3836 -1.1987 0.3943
C 3.7324 -0.8616 0.4141
F 4.1857 0.1805 1.1307
C 4.7062 -1.5698 -0.2919
F 5.9906 -1.2230 -0.1997
C 4.3385 -2.6431 -1.0960
F 5.2558 -3.3220 -1.7904
C 2.9941 -2.9825 -1.1797
F 2.6000 -3.9924 -1.9718
C -2.0373 4.5608 -0.0357
C -1.3360 3.7847 1.0088
C -0.7597 4.1216 2.2148
C -0.2031 2.9370 2.7264
N -0.4701 1.9271 1.8763
N -1.1450 2.4553 0.8642
C 0.5340 2.7783 3.9862
H -2.2003 5.5837 0.2850
H -2.9979 4.1072 -0.2827
H -1.4173 4.5725 -0.9312
H -0.6929 5.0956 2.6545
H -1.3958 1.8921 0.0671
H 0.5561 3.7113 4.5407
H 1.5546 2.4588 3.7613
H 0.0961 1.9854 4.5887
*
```

## Properties
Strongest force on any atom (eV/Å): 7.56
Gap between HOMO and LUMO (alpha / beta) (Eh): 0.221 / 0.223

=====

(4)
Below is the molecule C5H6N2O2 in a non-equilibrium geometry, with properties calculated with ωB97M-V/def2-TZVPD.

```
! RIJCOSX wB97M-V def2-TZVPD def2/J DEFGRID3
* xyz 0 1
C -0.8838 0.2686 1.4104
C 0.5365 0.2590 1.7591
C 0.8508 0.8936 -1.7312
C 0.0274 -0.9363 1.0411
N 0.2119 1.7173 -2.5458
C 0.4280 -1.1119 -0.3791
O -0.1434 -2.1097 1.7685
N 0.4745 -0.1615 -1.2178
O 1.4677 0.8533 2.2000
H -0.8485 -2.6302 1.3676
H 0.7276 2.4731 -2.9561
H -0.7380 1.5731 -2.8767
H -1.5874 0.1029 2.2143
H -1.2402 0.9210 0.6284
H 0.7168 -2.1122 -0.6827
*
```

## Properties
Strongest force on any atom (eV/Å): 1.44
Gap between HOMO and LUMO (alpha / beta) (Eh): 0.302 / 0.302

=====

(5)
Below is the molecule C2H4N2O in a non-equilibrium geometry, with properties calculated with ωB97M-V/def2-TZVPD.

```
! RIJCOSX wB97M-V def2-TZVPD def2/J DEFGRID3
* xyz 0 1
O -0.1860 -0.3167 -3.5201
N -0.8731 -0.0590 -2.5820
N -0.5012 -0.1626 -1.3554
C -0.7350 0.1045 -0.0022
C 0.7582 -0.1028 -0.1679
H -1.3365 -0.4470 0.6927
H -1.1393 1.1136 0.0596
H 1.2698 0.8132 -0.3136
H 0.8800 -0.9706 0.4000
*
```

## Properties
Strongest force on any atom (eV/Å): 5.06
SMILES: O=NN1CC1
Gap between HOMO and LUMO (Eh): 0.341

=====

(6)
Below is a 6-piece molecular cluster, C45H100N6O3 overall in a non-equilibrium geometry, with properties calculated with ωB97M-V/def2-TZVPD.

```
! RIJCOSX wB97M-V def2-TZVPD def2/J DEFGRID3
* xyz 4 1
C -1.8213 -6.9859 -2.1923
C -0.8131 -5.8174 -2.4862
C 0.4818 -5.8889 -1.7346
C 1.3300 -4.7629 -2.2183
N 2.5760 -4.5539 -1.4634
C 3.4337 -3.4436 -1.9745
C 4.8272 -3.7579 -1.5220
C 4.8656 -5.2281 -1.1587
C 3.5452 -5.7583 -1.6174
C 2.3133 -4.2555 -0.0397
H -1.4357 -7.9199 -2.4950
H -2.7829 -6.7939 -2.6846
H -1.9585 -6.9565 -1.1286
H -1.2438 -4.8427 -2.1584
H -0.5986 -5.8515 -3.5885
H 0.9990 -6.8202 -1.8770
H 0.2760 -5.8714 -0.6416
H 0.8325 -3.7534 -2.1207
H 1.5473 -4.9205 -3.2945
H 2.9252 -2.5294 -1.6784
H 3.3259 -3.4506 -3.0428
H 4.9676 -3.1358 -0.6340
H 5.5134 -3.5298 -2.3155
H 4.9303 -5.3966 -0.1104
H 5.6337 -5.8689 -1.6024
H 3.1571 -6.5598 -1.0607
H 3.5918 -6.1292 -2.6415
H 1.8152 -5.1035 0.4511
H 1.6906 -3.3830 -0.0131
H 3.3206 -3.9735 0.3729
C 4.7005 0.3810 -1.2734
C 5.0063 1.2638 -2.5362
C 4.0234 0.9743 -3.6907
C 2.6781 1.5666 -3.3676
N 1.5122 1.0111 -4.1636
C 0.1318 1.5088 -3.6511
C -0.8312 0.4520 -4.0712
C 0.0007 -0.8031 -4.3863
C 1.4442 -0.5212 -4.0233
C 1.5993 1.3512 -5.5849
H 5.0712 -0.6473 -1.3823
H 3.6407 0.4364 -1.0338
H 5.2464 0.8913 -0.4819
H 6.0365 1.1500 -2.8750
H 4.9574 2.3131 -2.3282
H 3.9526 -0.0711 -3.9368
H 4.3820 1.4380 -4.6293
H 2.6086 2.6221 -3.6316
H 2.4806 1.3506 -2.3078
H -0.0490 2.5285 -4.0529
H 0.2997 1.5756 -2.5911
H -1.4478 0.7433 -4.9441
H -1.4752 0.2330 -3.2411
H -0.0165 -1.1641 -5.4203
H -0.2619 -1.7297 -3.8214
H 2.1178 -1.0095 -4.6838
H 1.7340 -0.7745 -2.9893
H 2.5413 1.1219 -6.0973
H 1.4522 2.4056 -5.6751
H 0.7677 0.9070 -6.1648
C -7.6296 -0.5471 4.6389
C -7.4382 -1.6631 3.5798
C -5.9828 -1.6632 3.1772
C -5.8083 -2.5609 1.9665
N -4.3287 -2.7699 1.7721
C -4.1649 -3.5514 0.5025
C -2.8191 -4.1435 0.5979
C -2.4931 -4.2845 2.1251
C -3.7593 -3.6993 2.7860
C -3.5890 -1.4802 1.6866
H -8.6542 -0.5100 5.0027
H -7.5568 0.4176 4.0758
H -6.9509 -0.6323 5.5115
H -8.1116 -1.5272 2.7289
H -7.6049 -2.6318 4.0396
H -5.3287 -2.0426 4.0268
H -5.6457 -0.6514 2.9267
H -6.1672 -2.0575 1.0621
H -6.2169 -3.5545 2.0246
H -4.2835 -2.8067 -0.3013
H -4.9225 -4.3065 0.4546
H -2.0848 -3.4345 0.2417
H -2.6583 -5.1461 0.2136
H -1.6219 -3.7267 2.5265
H -2.3534 -5.3378 2.3721
H -3.5252 -3.1369 3.6984
H -4.5915 -4.3618 3.0614
H -4.1062 -0.8151 1.0328
H -2.5862 -1.6435 1.3092
H -3.6358 -1.0615 2.6512
C -6.3706 4.9270 -3.2738
C -4.8948 5.3085 -3.6016
C -4.1725 5.8783 -2.3564
C -4.0100 4.8546 -1.2634
N -2.7972 5.0660 -0.3559
C -1.4441 5.0602 -0.9737
C -0.5108 4.6745 0.1353
C -1.3111 3.7720 1.1370
C -2.7881 3.9536 0.7230
C -2.9605 6.4006 0.3893
H -6.8631 5.7235 -2.7645
H -6.4874 4.0233 -2.6441
H -6.8666 4.5639 -4.1932
H -4.9136 6.1625 -4.3190
H -4.3276 4.4999 -4.0325
H -4.7211 6.7661 -2.0034
H -3.2154 6.2811 -2.6537
H -3.7851 3.8744 -1.6866
H -4.9384 4.8512 -0.6758
H -1.2277 6.0155 -1.4218
H -1.4051 4.2395 -1.6831
H 0.0008 5.5550 0.6122
H 0.3309 4.0678 -0.1922
H -1.1399 3.9566 2.1949
H -0.9410 2.7568 0.9485
H -3.4972 4.2278 1.5169
H -3.2096 3.0618 0.2599
H -2.8314 7.2128 -0.3460
H -2.1293 6.5498 1.0672
H -3.9134 6.5055 0.9180
C 7.0239 2.0320 5.5058
C 5.9048 1.0974 5.9428
C 5.0978 0.6044 4.7511
C 4.4478 1.8712 4.0874
N 3.2950 1.6158 3.1338
C 3.1653 2.7500 2.1279
C 2.6574 3.8409 3.0883
C 1.6521 3.1002 4.0560
C 2.0074 1.6463 3.9413
C 3.4254 0.3036 2.3155
H 7.6269 2.2872 6.3731
H 6.6853 2.9495 5.0506
H 7.7856 1.5970 4.8338
H 5.2832 1.6349 6.6467
H 6.2471 0.2408 6.5668
H 4.3763 -0.1572 5.1488
H 5.7338 0.0785 4.0294
H 5.2288 2.3541 3.4720
H 4.0831 2.5086 4.8440
H 2.3969 2.3774 1.3841
H 4.0978 2.9979 1.6876
H 2.1137 4.6625 2.6180
H 3.4923 4.2705 3.6532
H 0.5824 3.2475 3.7803
H 1.7863 3.5177 5.0513
H 1.2524 1.1567 3.3275
H 2.1204 1.0959 4.8842
H 3.2900 -0.5556 2.9622
H 4.4396 0.2492 1.8718
H 2.6842 0.2427 1.5281
N 0.5989 0.1621 -0.4735
O -0.6589 0.3017 -0.4428
O 1.1369 -0.9576 -0.7083
O 1.3513 1.1535 -0.2849
*
```

## Properties
Strongest force on any atom (eV/Å): 2.96
Gap between HOMO and LUMO (Eh): 0.369

=====

(7)
Below is a 2-piece molecular cluster, C4H9O2 overall in a non-equilibrium geometry, with properties calculated with ωB97M-V/def2-TZVPD.

```
! RIJCOSX wB97M-V def2-TZVPD def2/J DEFGRID3
* xyz 0 2
C 1.3802 -1.3230 0.4995
C 2.1501 -0.7101 1.6925
H 2.0007 -2.1349 0.0755
H 0.5521 -1.8696 0.9393
H 1.1458 -0.5194 -0.1843
H 2.1788 0.3749 1.7312
H 3.1499 -1.1527 1.5926
H 1.9597 -1.0109 2.7487
C -2.4673 0.6800 -1.6560
C -1.5899 1.9185 -0.8389
O -2.3619 2.7200 -0.3912
O -0.4106 1.6083 -0.9227
H -1.8291 -0.1729 -1.4267
H -2.4193 1.0213 -2.6744
H -3.4393 0.5704 -1.1851
*
```

## Properties
Strongest force on any atom (eV/Å): 1.87
Gap between HOMO and LUMO (alpha / beta) (Eh): 0.425 / 0.288

=====

(8)
Below is C3H2Cl6O2 as an isolated structure in a non-equilibrium geometry, with properties calculated with ωB97M-V/def2-TZVPD.

```
! RIJCOSX wB97M-V def2-TZVPD def2/J DEFGRID3
* xyz 0 1
C -0.3078 -0.3239 0.0034
C 1.1884 -0.7642 0.2368
C -0.5099 1.6077 0.1926
O -1.1466 -0.9255 0.8635
O -0.6127 -0.5892 -1.3002
Cl 0.9969 -2.5756 0.2261
Cl 2.2575 -0.4106 -1.0881
Cl 1.8782 -0.2448 1.7404
Cl -1.8763 1.8371 -0.9861
Cl 0.8601 2.5777 -0.1256
Cl -1.0716 1.7351 1.8045
H -1.8955 -1.2646 0.2290
H 0.2393 -0.6592 -1.7964
*
```

## Properties
Strongest force on any atom (eV/Å): 4.13
Gap between HOMO and LUMO (Eh): 0.370

=====

(9)
Below is a 2-piece molecular cluster, C4H11NO2 overall in a non-equilibrium geometry, with properties calculated with ωB97M-V/def2-TZVPD.

```
! RIJCOSX wB97M-V def2-TZVPD def2/J DEFGRID3
* xyz 1 2
C 0.0980 -2.6127 -0.4456
O 0.3741 2.8301 -1.1165
C 0.4141 -0.9783 -0.2892
C -0.6800 0.1100 -0.2639
C -0.8601 1.3008 0.8671
O 0.2858 2.1193 1.2265
N 1.8055 -0.6325 -0.2595
H -0.9472 -2.8953 -0.2619
H 0.6983 -3.1322 0.5095
H 1.1214 3.3706 -1.1731
H 0.2071 -0.9937 0.9389
H -1.6699 -0.5163 -0.3002
H -0.9166 0.7346 -1.2302
H -1.2401 0.8056 1.7802
H -1.7586 1.9065 0.6528
H 0.5637 2.5129 0.2210
H 0.2649 -2.8388 -1.4113
H 2.2397 -1.0908 0.5553
*
```

## Properties
Strongest force on any atom (eV/Å): 6.30
Gap between HOMO and LUMO (alpha / beta) (Eh): 0.233 / 0.281

=====

(10)
Below is the molecule C4H9N3O in a non-equilibrium geometry, with properties calculated with ωB97M-V/def2-TZVPD.

```
! RIJCOSX wB97M-V def2-TZVPD def2/J DEFGRID3
* xyz 0 1
H -2.7447 -1.6384 -0.9726
N -2.1013 -0.8655 -0.8882
C -1.1586 -1.0183 -0.0850
N -0.7448 -2.1136 0.6405
N -0.3655 -0.0028 0.4729
C -0.8125 1.3822 0.1179
C 0.4405 0.8854 -0.4301
C 1.7320 1.4153 0.0735
O 2.6906 0.4664 -0.1117
H -1.4431 -2.7820 0.8422
H -0.0746 -2.0278 1.3809
H -0.8525 2.0724 0.9666
H -1.6688 1.4312 -0.6829
H 0.4005 0.4940 -1.4743
H 1.6224 1.5401 1.1069
H 2.1552 2.3509 -0.2918
H 2.3533 -0.2859 0.3848
*
```

## Properties
Strongest force on any atom (eV/Å): 3.40
SMILES: [H]/N=C(\N)N1C[C@H]1CO
Gap between HOMO and LUMO (Eh): 0.381

=====

(11)
Below is a 2-piece molecular cluster, C6H16 overall in a non-equilibrium geometry, with properties calculated with ωB97M-V/def2-TZVPD.

```
! RIJCOSX wB97M-V def2-TZVPD def2/J DEFGRID3
* xyz 0 1
C 1.0975 1.3409 -2.2232
C 0.0708 0.4159 -1.7686
C 0.5360 -0.5343 -0.7257
C -1.0956 1.2039 -1.1804
H 1.2916 1.1338 -3.2675
H 2.1593 1.2594 -1.8938
H 1.0018 2.4204 -2.0547
H -0.3777 -0.2762 -2.6037
H 1.0554 -1.3952 -1.1459
H 1.3118 0.0009 -0.0396
H -0.3765 -0.8197 -0.2220
H -1.6512 1.6082 -2.1407
H -1.6583 0.4558 -0.5312
H -0.6086 1.8456 -0.5201
C -0.3476 -0.2735 2.5305
C -0.3013 -1.8815 2.4462
H 0.2508 -0.1061 3.3157
H 0.1255 0.2494 1.7642
H -1.2902 0.0982 2.8184
H 0.0129 -2.4122 1.5326
H -1.3766 -2.1216 2.5298
H 0.1701 -2.2121 3.3796
*
```

## Properties
Strongest force on any atom (eV/Å): 4.08
SMILES: CC(C)C.CC
Gap between HOMO and LUMO (Eh): 0.434

=====

(12)
Below is a 2-piece molecular cluster, C4H13NO overall in a non-equilibrium geometry, with properties calculated with ωB97M-V/def2-TZVPD.

```
! RIJCOSX wB97M-V def2-TZVPD def2/J DEFGRID3
* xyz 0 1
C 0.8871 1.3513 -1.8089
C 1.5179 0.6425 -0.6120
N 0.5826 -0.0981 0.2207
C 0.9023 -0.0472 1.6378
C -0.2924 -0.5051 2.5063
H 0.9099 0.7772 -2.7323
H 1.2606 2.3649 -1.7872
H -0.2095 1.4252 -1.7003
H 2.3981 0.0529 -0.8902
H 2.0383 1.4718 -0.0660
H -0.2949 0.3635 0.0093
H 1.8086 -0.6137 1.8619
H 1.1260 0.9929 1.9194
H -1.1078 0.1992 2.3305
H -0.5656 -1.5285 2.2688
H 0.0120 -0.4004 3.5453
O -2.9871 -1.2142 -1.7030
H -2.0930 -1.4166 -1.4529
H -3.5302 -1.6282 -1.0336
*
```

## Properties
Strongest force on any atom (eV/Å): 1.68
SMILES: CCNCC.O
Gap between HOMO and LUMO (Eh): 0.362

=====

Energy relative to the best compared isomer or geometry (same formula, charge and spin) (computed, kcal per mole): 21.7 99.6 121.9 99.3 132.5 9.6 14.1 23.0 204.3 62.9 52.0 20.4
Calculated total energy (computed, eV): -66679.1976 -13002.0753 -80383.2417 -12353.3161 -7160.7337 -63332.4963 -8386.2978 -82371.2735 -9894.1382 -10809.7338 -6479.4012 -7895.7784